{"formula": "C34H44BCl84N3O4P", "method": "wB97M-V/def2-TZVPD", "orbital_gap_ev": 8.3, "multiplicity": 1, "charge": 1, "lumo_energy_ev": -2.940, "symbols": ["C", "P", "O", "C", "C", "C", "C", "C", "O", "N", "O", "N", "B", "N", "O", "H", "H", "H", "H", "H", "H", "H", "H", "H", "H", "H", "H", "H", "H", "H", "H", "C", "Cl", "Cl", "Cl", "H", "C", "Cl", "Cl", "Cl", "H", "C", "Cl", "Cl", "Cl", "H", "C", "Cl", "Cl", "Cl", "H", "C", "Cl", "Cl", "Cl", "H", "C", "Cl", "Cl", "Cl", "H", "C", "Cl", "Cl", "Cl", "H", "C", "Cl", "Cl", "Cl", "H", "C", "Cl", "Cl", "Cl", "H", "C", "Cl", "Cl", "Cl", "H", "C", "Cl", "Cl", "Cl", "H", "C", "Cl", "Cl", "Cl", "H", "C", "Cl", "Cl", "Cl", "H", "C", "Cl", "Cl", "Cl", "H", "C", "Cl", "Cl", "Cl", "H", "C", "Cl", "Cl", "Cl", "H", "C", "Cl", "Cl", "Cl", "H", "C", "Cl", "Cl", "Cl", "H", "C", "Cl", "Cl", "Cl", "H", "C", "Cl", "Cl", "Cl", "H", "C", "Cl", "Cl", "Cl", "H", "C", "Cl", "Cl", "Cl", "H", "C", "Cl", "Cl", "Cl", "H", "C", "Cl", "Cl", "Cl", "H", "C", "Cl", "Cl", "Cl", "H", "C", "Cl", "Cl", "Cl", "H", "C", "Cl", "Cl", "Cl", "H", "C", "Cl", "Cl", "Cl", "H"], "coordinates": [[-3.695, 0.686, 0.006], [-2.525, 1.753, -0.890], [-2.850, 3.267, -0.331], [-0.815, 1.402, -0.242], [0.212, 0.754, -1.162], [1.441, 0.694, -0.217], [0.947, 0.975, 1.208], [1.705, 0.238, 2.264], [1.034, 0.377, 3.521], [1.878, -0.073, 4.644], [2.091, 0.796, 5.370], [-0.521, 0.709, 1.092], [-0.853, -0.781, 1.259], [-2.037, -1.104, 2.018], [-0.018, -1.708, 0.753], [-3.667, 0.759, 1.080], [-3.452, -0.331, -0.263], [-4.671, 0.883, -0.393], [-2.492, 3.381, 0.558], [-0.431, 2.400, -0.073], [0.427, 1.557, -1.845], [-0.075, -0.186, -1.583], [1.775, -0.335, -0.208], [2.318, 1.225, -0.542], [1.150, 2.025, 1.376], [1.906, -0.788, 1.984], [2.675, 0.732, 2.262], [-0.981, 1.177, 1.870], [-1.765, -1.737, 2.762], [-2.713, -1.603, 1.455], [-0.448, -2.279, 0.099], [-4.289, -0.881, 4.602], [-3.674, -2.516, 4.342], [-4.342, 0.028, 3.095], [-5.894, -0.933, 5.333], [-3.619, -0.371, 5.278], [5.654, 0.621, 0.150], [4.774, 0.932, 1.662], [4.976, -0.757, -0.714], [5.627, 2.056, -0.867], [6.681, 0.400, 0.403], [0.189, -1.460, -4.948], [-0.959, -0.130, -4.755], [1.767, -0.827, -5.391], [0.223, -2.433, -3.480], [-0.161, -2.093, -5.751], [-2.701, -4.720, -2.088], [-3.071, -3.071, -1.550], [-1.010, -5.105, -1.779], [-3.772, -5.880, -1.320], [-2.851, -4.764, -3.163], [0.040, 2.961, -6.907], [-0.348, 1.733, -8.111], [-1.343, 3.313, -5.870], [1.395, 2.449, -5.900], [0.319, 3.867, -7.424], [-4.301, 5.149, -3.247], [-4.507, 6.284, -4.578], [-3.834, 3.558, -3.852], [-3.080, 5.733, -2.121], [-5.245, 5.058, -2.730], [0.780, 5.716, -0.988], [0.302, 4.443, -2.116], [-0.570, 6.183, 0.049], [2.156, 5.198, -0.008], [1.086, 6.578, -1.563], [-3.134, 9.509, -0.079], [-3.545, 8.123, 0.940], [-1.442, 9.440, -0.569], [-4.191, 9.582, -1.480], [-3.281, 10.408, 0.501], [-6.078, 4.625, 1.710], [-5.559, 2.981, 2.123], [-6.162, 4.846, -0.034], [-7.631, 4.979, 2.457], [-5.349, 5.316, 2.107], [3.745, -4.648, -3.534], [3.658, -4.551, -5.288], [4.146, -3.069, -2.850], [2.239, -5.282, -2.868], [4.536, -5.332, -3.270], [8.421, -3.691, -5.198], [7.989, -4.477, -3.676], [8.343, -4.831, -6.530], [7.401, -2.285, -5.511], [9.441, -3.346, -5.105], [-0.850, -2.517, 7.112], [-2.569, -2.201, 7.354], [-0.220, -1.616, 5.709], [0.067, -2.147, 8.568], [-0.747, -3.575, 6.919], [3.447, 3.973, 4.282], [4.759, 3.590, 5.391], [2.553, 5.392, 4.816], [4.109, 4.209, 2.666], [2.766, 3.134, 4.255], [1.742, 2.372, 10.619], [1.350, 4.033, 11.056], [3.228, 1.847, 11.409], [0.406, 1.292, 10.993], [1.901, 2.337, 9.554], [-7.393, -1.115, 0.159], [-7.451, -0.033, -1.234], [-6.863, -2.722, -0.316], [-6.336, -0.460, 1.410], [-8.391, -1.195, 0.567], [-1.093, -6.930, 7.205], [-0.867, -8.551, 6.555], [0.294, -6.423, 8.164], [-1.448, -5.772, 5.911], [-1.950, -6.945, 7.861], [-7.327, 11.820, -0.277], [-5.976, 11.460, 0.806], [-8.270, 13.171, 0.339], [-6.757, 12.148, -1.911], [-7.966, 10.950, -0.311], [4.077, 0.120, -8.408], [5.219, 1.103, -9.309], [3.444, -1.198, -9.392], [4.826, -0.522, -6.939], [3.248, 0.751, -8.119], [7.401, 5.677, -2.245], [7.234, 6.490, -3.798], [5.842, 5.076, -1.669], [8.569, 4.364, -2.352], [7.766, 6.397, -1.528], [-9.683, -5.379, 1.100], [-9.703, -5.418, -0.662], [-9.366, -3.742, 1.684], [-11.193, -5.996, 1.759], [-8.881, -6.015, 1.441], [4.793, 8.147, -7.145], [5.159, 6.717, -8.104], [6.258, 9.073, -6.818], [3.581, 9.150, -7.941], [4.386, 7.820, -6.200], [2.991, -8.901, 4.922], [3.692, -7.991, 3.586], [3.466, -10.596, 4.829], [3.459, -8.188, 6.456], [1.915, -8.848, 4.839], [8.330, 3.699, -7.712], [8.210, 3.786, -9.470], [8.338, 5.316, -7.013], [7.002, 2.750, -7.049], [9.258, 3.207, -7.461], [-4.803, -4.895, -5.723], [-5.110, -3.259, -5.144], [-3.117, -5.343, -5.423], [-5.892, -6.048, -4.966], [-4.969, -4.917, -6.790], [3.613, -12.227, 1.560], [4.198, -11.570, 0.030], [1.931, -12.740, 1.423], [4.633, -13.553, 2.109], [3.660, -11.443, 2.300], [11.082, -7.740, -6.141], [10.833, -7.708, -7.885], [11.187, -6.101, -5.497], [9.794, -8.640, -5.341], [12.018, -8.240, -5.942], [-7.999, -3.810, 6.877], [-8.131, -4.975, 5.560], [-9.591, -3.324, 7.452], [-7.022, -4.457, 8.195], [-7.498, -2.935, 6.496], [-3.696, 1.707, 8.915], [-2.115, 2.355, 8.498], [-4.261, 0.561, 7.695], [-3.626, 0.926, 10.489], [-4.403, 2.521, 8.971]]}